(1)
Computed, not measured: a cluster of 15 separate species, C52H122B6F24N9O4 in total at a distorted geometry, with ωB97M-V with the def2-TZVPD basis set.

```
217
Properties=species:S:1:pos:R:3:lowdin_charge:R:1
C 9.6362 19.5444 10.2610 0.030
C 8.9991 20.4706 11.1775 -0.376
O 8.9841 21.6961 11.1822 0.154
N 8.3724 19.8210 12.3726 0.075
H 7.7961 19.0414 12.0704 0.182
H 9.1328 19.3395 12.9341 0.158
C 7.6721 20.6709 13.3476 0.011
H 9.7903 19.9712 9.2769 0.110
H 9.0372 18.6044 10.1307 0.124
H 10.5797 19.2806 10.7122 0.095
H 6.8395 21.1682 12.9064 0.103
H 8.3738 21.3105 13.8455 0.089
H 7.2427 19.9976 14.0732 0.112
C 13.6769 16.3116 14.0118 0.044
C 13.2442 16.1944 15.4332 -0.442
O 12.5358 15.4065 15.8635 0.207
N 13.7953 17.2223 16.4589 0.076
H 14.3098 17.9483 15.9597 0.118
H 12.8482 17.6173 16.9344 0.169
C 14.6938 16.5805 17.4583 -0.011
H 14.6836 16.7105 13.9975 0.089
H 12.9136 16.9202 13.4938 0.090
H 13.5146 15.2786 13.6336 0.113
H 15.5051 16.0437 16.9911 0.097
H 14.0130 16.0004 18.1076 0.112
H 15.2037 17.3537 18.0178 0.072
C 22.7371 15.9607 15.4311 0.048
C 21.6938 16.6494 16.2510 -0.376
O 21.7853 17.4779 17.0760 0.162
N 20.2980 16.3941 15.7424 0.107
H 20.3035 16.0745 14.7979 0.109
H 19.9500 15.6252 16.3232 0.130
C 19.3445 17.4846 15.9500 0.001
H 23.7783 16.2543 15.5826 0.104
H 22.4979 16.2013 14.3876 0.099
H 22.5583 14.8883 15.6447 0.118
H 18.4716 17.2326 15.3412 0.106
H 19.7751 18.4313 15.7344 0.064
H 18.9965 17.5196 17.0020 0.112
C 17.7910 19.0945 12.1678 0.044
C 18.6122 19.0437 10.8746 -0.377
O 18.2826 19.4876 9.8552 0.185
N 19.9575 18.3039 10.9526 0.095
H 20.4913 18.9757 11.4536 0.120
H 20.0125 17.5515 11.6340 0.133
C 20.4904 17.8866 9.6589 0.022
H 16.8303 18.5335 12.0601 0.120
H 17.6842 20.1809 12.2572 0.094
H 18.3975 18.8996 13.0375 0.061
H 21.5227 17.9131 9.4732 0.096
H 19.8254 18.4255 8.9906 0.096
H 20.3526 16.8188 9.6726 0.090
C 17.0376 9.5683 20.1898 -0.091
C 17.4019 9.7947 18.7083 -0.231
C 16.5305 10.8337 18.0238 -0.102
N 16.6197 10.7416 16.4959 -0.219
C 16.0576 9.4939 15.9342 0.023
C 17.9590 11.1050 15.8887 -0.123
C 17.7989 11.7143 14.5400 -0.079
C 16.2160 12.1917 14.5556 -0.103
C 15.7940 11.9605 15.9470 -0.109
H 17.0185 10.5484 20.6994 0.079
H 17.7611 8.8929 20.6788 0.090
H 16.0492 9.1283 20.2873 0.073
H 17.4666 8.7627 18.3148 0.118
H 18.4146 10.1523 18.7308 0.104
H 16.8664 11.8310 18.3415 0.119
H 15.5238 10.6745 18.3103 0.123
H 16.6463 8.6014 16.1718 0.116
H 16.0632 9.5596 14.8764 0.093
H 15.0383 9.3340 16.2264 0.111
H 18.5854 10.2137 15.9131 0.141
H 18.5867 11.7755 16.5209 0.126
H 17.9686 11.0371 13.6928 0.126
H 18.3909 12.5921 14.4905 0.086
H 15.6657 11.5009 13.8783 0.120
H 16.0965 13.1942 14.2415 0.096
H 14.7738 11.5996 16.0653 0.132
H 15.9279 12.8224 16.6031 0.131
C 10.5870 24.1292 14.3563 -0.094
C 11.4185 23.3628 15.3313 -0.244
C 12.4865 24.2359 15.9874 -0.109
N 13.5480 23.4632 16.7413 -0.259
C 14.6177 22.8944 15.8229 0.050
C 14.2684 24.4012 17.6598 -0.122
C 14.9346 23.5505 18.7731 -0.114
C 14.1079 22.2295 18.7283 -0.123
C 12.9808 22.4335 17.7128 -0.049
H 10.2108 25.0424 14.8476 0.092
H 9.7753 23.5036 13.9746 0.070
H 11.0795 24.5248 13.4446 0.094
H 11.9112 22.5217 14.8804 0.084
H 10.7040 22.9263 16.0551 0.130
H 12.0801 24.8560 16.7588 0.124
H 12.8833 24.8125 15.1550 0.141
H 15.3588 22.2842 16.3638 0.092
H 15.0933 23.6992 15.2096 0.126
H 14.0646 22.1757 15.2165 0.107
H 15.0066 24.9971 17.1167 0.136
H 13.5662 25.0479 18.1547 0.126
H 15.9544 23.3296 18.4749 0.098
H 14.8886 24.1231 19.6679 0.102
H 14.8003 21.4216 18.4395 0.096
H 13.6225 21.9848 19.6693 0.124
H 12.8735 21.5241 17.1745 0.126
H 12.0530 22.8845 18.0210 0.141
C 18.4451 24.6152 11.3684 -0.081
C 19.6553 24.8683 12.3028 -0.223
C 20.8890 24.1692 11.7787 -0.144
N 22.1477 24.5941 12.4533 -0.240
C 22.0437 24.2249 13.9230 0.055
C 22.5410 26.0571 12.3239 -0.099
C 24.0032 26.1265 11.9112 -0.123
C 24.5603 24.7053 12.1520 -0.152
C 23.4048 23.8249 11.8555 -0.061
H 18.3979 23.5581 11.0663 0.076
H 18.4099 25.1860 10.4169 0.089
H 17.4778 24.8080 11.8801 0.081
H 19.4139 24.4084 13.2531 0.100
H 19.7819 25.9342 12.4833 0.114
H 21.0123 24.3734 10.6983 0.153
H 20.8519 23.1073 11.8145 0.119
H 22.0435 23.1678 13.9224 0.084
H 21.1695 24.8236 14.2108 0.107
H 22.9211 24.6272 14.4001 0.106
H 22.5192 26.5423 13.2802 0.121
H 21.8806 26.6161 11.6812 0.133
H 24.5149 26.9503 12.4358 0.131
H 24.1751 26.3268 10.8342 0.132
H 24.9428 24.4798 13.1108 0.101
H 25.4224 24.5060 11.4868 0.142
H 23.2675 22.8521 12.3240 0.126
H 23.2530 23.6829 10.8026 0.134
C 15.4879 19.3414 25.2406 -0.065
C 16.1298 19.1059 23.8528 -0.231
C 15.4037 17.9587 23.1498 -0.151
N 16.0553 17.3422 21.9648 -0.267
C 16.2631 18.3606 20.8036 0.063
C 15.2825 16.1592 21.4576 -0.062
C 16.3722 15.4517 20.6320 -0.136
C 17.7556 15.8506 21.1900 -0.134
C 17.4511 16.8050 22.3502 -0.064
H 14.4662 19.5221 25.0602 0.066
H 16.0647 20.1664 25.5881 0.069
H 15.5799 18.5103 25.9586 0.096
H 17.1537 18.8263 23.9866 0.085
H 16.1204 20.0048 23.2002 0.119
H 14.4333 18.3576 22.7853 0.159
H 15.2855 17.1458 23.8806 0.139
H 16.9736 19.1360 21.1316 0.102
H 15.3071 18.7419 20.4615 0.105
H 16.7591 17.8068 20.0157 0.076
H 14.4850 16.5599 20.8454 0.107
H 14.8687 15.6561 22.3194 0.139
H 16.3754 15.7319 19.5588 0.101
H 16.2330 14.3830 20.7029 0.111
H 18.3294 16.3521 20.4147 0.096
H 18.3887 15.0001 21.4820 0.133
H 18.0581 17.6490 22.5289 0.101
H 17.2439 16.2937 23.3076 0.149
C 21.1214 25.8308 20.1458 -0.079
C 21.1724 24.3342 20.5436 -0.214
C 20.4502 23.4783 19.4557 -0.098
N 20.7869 21.9783 19.5352 -0.279
C 20.3811 21.3164 20.8266 0.028
C 20.1962 21.2478 18.3113 -0.086
C 20.8797 19.9138 18.2701 -0.161
C 22.2852 20.1448 18.8519 -0.116
C 22.2973 21.6160 19.3374 -0.068
H 20.0607 26.1623 20.0955 0.089
H 21.6296 26.0449 19.1966 0.081
H 21.5661 26.3663 20.9656 0.073
H 20.8420 24.1500 21.5652 0.110
H 22.1733 24.0046 20.5925 0.082
H 20.7382 23.7415 18.4146 0.133
H 19.3508 23.5063 19.5259 0.136
H 20.6968 21.9891 21.6342 0.100
H 20.8893 20.3598 20.9107 0.101
H 19.2644 21.2199 20.8919 0.124
H 19.1384 21.3989 18.4847 0.125
H 20.4714 21.9136 17.4674 0.136
H 20.3259 19.1171 18.7738 0.125
H 20.9725 19.6083 17.2512 0.076
H 22.4776 19.4189 19.6549 0.125
H 23.0827 20.0863 18.0978 0.128
H 22.7179 21.8364 20.3153 0.122
H 22.6671 22.4107 18.6814 0.135
B 11.4342 19.4337 13.9568 -1.167
F 12.3586 18.9223 14.8059 0.184
F 10.1660 19.6049 14.6738 0.049
F 11.8804 20.6658 13.4222 0.101
F 11.1252 18.4879 12.8844 0.042
B 18.9499 14.0626 18.0031 -1.207
F 19.7701 12.9741 17.7444 0.134
F 17.7696 13.7515 18.7057 0.102
F 19.6072 15.0904 18.7155 0.108
F 18.5502 14.5409 16.6832 0.051
B 19.9889 14.7198 12.4646 -1.081
F 19.2242 13.6057 12.1911 0.154
F 19.1822 15.8702 12.8605 0.028
F 20.9006 14.4986 13.5575 0.068
F 20.6735 15.2984 11.2943 0.031
B 12.3086 18.4582 19.1009 -1.098
F 11.6208 18.0365 17.9121 0.097
F 13.4575 19.2322 18.7222 0.070
F 11.5323 19.3023 19.9580 0.085
F 12.7901 17.2922 19.8114 0.055
B 20.9102 20.2255 13.7440 -1.156
F 20.0642 20.6347 12.5634 -0.002
F 20.2285 20.7102 14.8648 0.126
F 20.8811 18.7943 13.6984 0.086
F 22.2152 20.6216 13.5475 0.146
B 16.5408 19.5942 16.6997 -1.284
F 17.3480 20.5933 16.0175 0.056
F 17.1671 19.3228 17.9460 0.087
F 15.2437 19.8983 16.8297 0.178
F 16.5310 18.4164 15.9125 0.086
```

The value obtained for the orbital gap is 10.3496 eV. As for the lowest unoccupied orbital energy: -5.198 eV. Its total energy is -146798.234 eV. Its total charge is +3. The HOMO energy is -0.57137 hartree.



(2)
Computed, not measured: a structure of composition C27H27F3HfN9S3 at a distorted geometry, with ωB97M-V with the def2-TZVPD basis set.

```
70
Properties=species:S:1:pos:R:3:nbo_charge:R:1
Hf -0.2445 0.8139 -0.6762 1.806
C 4.3145 0.4914 -2.9661 -0.414
N 3.2653 1.5165 -3.0566 -0.305
C 3.0105 2.3119 -4.1691 -0.021
C 2.0080 3.1428 -3.8543 -0.052
N 1.6374 2.8430 -2.5387 -0.387
C 2.4454 1.8454 -2.0644 0.281
S 2.4089 1.1475 -0.4993 -0.125
C 0.9182 3.7234 -1.6874 0.394
C 1.0808 5.0868 -1.7956 -0.231
C 0.3989 5.9020 -0.9058 -0.077
C -0.4168 5.3215 0.0553 -0.223
C -0.5245 3.9507 0.0867 0.073
N 0.1342 3.1514 -0.7726 -0.590
H 4.7441 0.3501 -3.9524 0.247
H 3.8836 -0.4440 -2.6168 0.241
H 5.0907 0.8119 -2.2754 0.243
H 3.5540 2.1962 -5.0920 0.273
H 1.4946 3.8781 -4.4501 0.267
H 1.7474 5.4995 -2.5400 0.263
H 0.5253 6.9765 -0.9472 0.266
H -0.9622 5.9232 0.7683 0.263
H -1.1551 3.4567 0.8164 0.234
C -5.2931 -2.2099 -0.5159 -0.679
C -4.9593 -0.8305 -0.9464 0.379
N -5.7868 0.0677 -1.3745 -0.185
N -5.0079 1.1521 -1.6756 -0.320
C -3.7263 0.9547 -1.4410 0.276
S -2.4161 2.0277 -1.6791 -0.177
N -3.6697 -0.3001 -0.9759 -0.215
N -2.4580 -0.8741 -0.5981 -0.625
H -6.3707 -2.2875 -0.4009 0.292
H -4.8169 -2.4643 0.4318 0.242
H -4.9778 -2.9335 -1.2703 0.262
H -5.4449 1.9865 -2.0407 0.460
H -2.2389 -1.6443 -1.2262 0.422
H -2.5456 -1.2519 0.3424 0.415
C 1.3241 -0.1163 6.4853 -0.677
C 0.4507 0.6226 5.5314 0.352
C -0.2685 1.7537 5.8281 -0.293
C -1.0600 2.3361 4.8405 0.363
N -1.0908 1.8413 3.5827 -0.471
C -0.3975 0.7710 3.3165 0.361
S -0.4446 -0.0453 1.7681 -0.279
N 0.3527 0.1542 4.2628 -0.496
C -1.9115 3.5232 5.1194 -0.668
H 1.1503 0.2160 7.5051 0.272
H 2.3750 0.0639 6.2420 0.272
H 1.1514 -1.1927 6.4272 0.260
H -0.2249 2.1736 6.8233 0.269
H 0.8407 -0.6966 4.0061 0.452
H -1.9443 3.7586 6.1798 0.252
H -2.9225 3.3473 4.7505 0.264
H -1.5217 4.3901 4.5792 0.259
F 3.4191 -7.8149 -2.3938 -0.304
C 2.2300 -7.6663 -1.8028 0.968
F 2.3495 -8.0827 -0.5354 -0.309
F 1.3519 -8.4564 -2.4186 -0.304
C 1.7990 -6.2162 -1.8314 -0.082
C 0.6310 -5.8352 -2.4724 -0.169
C 0.2433 -4.5065 -2.4501 -0.171
C 1.0326 -3.5623 -1.7875 -0.120
C 2.2246 -3.9548 -1.1666 -0.178
C 2.6030 -5.2812 -1.1891 -0.164
C 0.6119 -2.2010 -1.7132 0.157
C 0.2577 -1.0287 -1.6467 -0.740
H 0.0322 -6.5738 -2.9861 0.257
H -0.6581 -4.1944 -2.9618 0.224
H 2.8446 -3.2162 -0.6742 0.224
H 3.5220 -5.5993 -0.7144 0.250
```

The value obtained for the orbital gap is 7.0423 eV. As for the lowest unoccupied orbital energy: -8.644 eV. Its total energy is -83791.452 eV. Its total charge is +3. The HOMO energy is -0.57647 hartree.



(3)
Computed, not measured: a structure of composition C15H15MnN4O7S, with ωB97M-V with the def2-TZVPD basis set.

```
43
Properties=species:S:1:pos:R:3:nbo_charge:R:1
Mn -0.5929 -0.3919 0.2260 1.014
O 2.9351 -1.8925 1.6417 -0.602
C 1.9654 -1.4789 1.0308 0.646
N 1.0296 -0.5553 1.3677 -0.701
C 1.2721 0.4646 2.2400 0.657
O 2.0226 0.5250 3.1935 -0.588
C 0.5275 1.7035 1.7614 0.130
C 0.6058 2.8966 2.4517 -0.227
C 0.0058 4.0211 1.9130 -0.166
C -0.6343 3.9164 0.6883 -0.249
C -0.6811 2.6819 0.0641 0.110
N -0.1109 1.5964 0.5828 -0.432
C 1.7255 -1.9063 -0.4044 0.136
C 2.5157 -2.8581 -1.0259 -0.213
C 2.2868 -3.1464 -2.3596 -0.179
C 1.2762 -2.4685 -3.0288 -0.257
C 0.5265 -1.5355 -2.3343 0.049
N 0.7478 -1.2570 -1.0496 -0.403
H 1.1447 2.9098 3.3888 0.236
H 0.0471 4.9685 2.4360 0.205
H -1.1337 4.7599 0.2335 0.215
H -1.1384 2.5496 -0.9048 0.224
H 3.2878 -3.3405 -0.4429 0.241
H 2.8837 -3.8886 -2.8748 0.208
H 1.0637 -2.6639 -4.0712 0.213
H -0.2920 -0.9945 -2.7947 0.216
C -3.4227 -2.8146 -1.2220 -0.423
N -3.3807 -2.9539 0.2213 -0.389
C -4.6526 -3.1457 0.8894 -0.407
C -2.2880 -2.6785 0.9153 0.606
O -1.1815 -2.4043 0.4292 -0.702
H -4.0294 -1.9466 -1.4784 0.246
H -3.8465 -3.7247 -1.6555 0.175
H -2.4133 -2.6556 -1.5875 0.234
H -5.2538 -2.2443 0.7687 0.249
H -4.4824 -3.3182 1.9511 0.202
H -5.1606 -4.0137 0.4636 0.180
H -2.4188 -2.7701 1.9988 0.141
O -2.3068 -0.1307 1.4515 -1.039
S -3.1281 0.4567 0.3070 2.570
O -4.4402 -0.1744 0.2086 -1.048
O -2.2693 0.0119 -0.8924 -1.056
O -3.1858 1.9017 0.4128 -1.022
```

The value obtained for the orbital gap (alpha / beta) is 7.4406 / 6.8192 eV. As for the lowest unoccupied orbital energy (alpha / beta): 2.817 / 2.816 eV. As for the multiplicity: 2. Its total energy is -78251.433 eV. Its total charge is -1. The HOMO energy (alpha / beta) is -0.16991 / -0.14710 hartree. Its expectation value of S² is 0.785.



(4)
Computed, not measured: a cluster of 2 separate species, C9H14O in total at a distorted geometry, with ωB97M-V with the def2-TZVPD basis set.

```
24
Properties=species:S:1:pos:R:3:nbo_charge:R:1
C -1.4855 -0.7240 -2.2984 -0.639
C -1.4229 -0.6731 1.4639 -0.298
C -1.7034 -0.9503 0.1517 -0.160
C -0.6817 0.5075 1.6119 0.287
C -1.4160 -0.0656 -0.9357 -0.062
C -0.0981 1.3543 0.6780 -0.270
C -0.5099 1.0593 -0.7085 -0.171
O -0.3334 1.0227 2.8202 -0.679
H -1.6263 -1.2968 2.3531 0.221
H -2.1131 -1.8379 -0.0213 0.193
H -0.5913 0.5051 3.5353 0.469
H 0.4582 2.3569 1.0323 0.250
H -2.6055 -1.0241 -2.5331 0.211
H -0.8559 -1.6654 -2.2115 0.227
H 0.0136 1.4103 -1.5117 0.200
H -1.3108 0.0410 -3.0453 0.222
C 2.6148 -0.9155 -1.6425 -0.604
C 3.4913 -0.1425 -0.5714 -0.621
H 2.4298 -0.2618 -2.4284 0.200
H 3.1850 -1.8127 -2.1232 0.198
H 1.7061 -1.2236 -1.2567 0.204
H 4.4526 -0.7456 -0.2547 0.198
H 2.8272 -0.0580 0.3369 0.218
H 3.9663 0.7308 -0.9266 0.207
```

The value obtained for the orbital gap is 9.0380 eV. As for the lowest unoccupied orbital energy: 0.852 eV. Its total energy is -11604.984 eV. Its total charge is 0. The HOMO energy is -0.30083 hartree.



(5)
Computed, not measured: a cluster of 2 separate species, C4H10O3 in total at a distorted geometry, with ωB97M-V with the def2-TZVPD basis set.

```
17
Properties=species:S:1:pos:R:3:nbo_charge:R:1
O -2.3142 2.3678 -2.1062 -0.511
C -1.1899 1.9995 -1.7847 0.437
C -0.6020 1.6900 -0.4234 -0.550
C -1.1210 0.2411 -0.0318 0.121
C -1.9320 -0.6336 -1.0164 -0.647
O 0.0098 -0.4747 0.5188 -0.745
H -0.3645 2.1271 -2.4493 0.105
H -0.6658 2.4133 0.4004 0.243
H 0.5140 1.4461 -0.5865 0.227
H -1.7289 0.3698 0.8696 0.167
H -1.4792 -0.7011 -1.9914 0.208
H -2.9730 -0.3878 -1.2194 0.237
H -1.9599 -1.6091 -0.5884 0.231
H 0.2959 -0.1208 1.4078 0.475
H 4.7400 -3.4605 3.4208 0.475
H 5.4581 -2.1568 2.8395 0.476
O 5.3126 -3.1105 2.7404 -0.951
```

The value obtained for the orbital gap is 10.2224 eV. As for the lowest unoccupied orbital energy: 0.525 eV. Its total energy is -10450.898 eV. Its total charge is 0. The HOMO energy is -0.35639 hartree.



(6)
Computed, not measured: an isolated molecule of C5H8N2O2 at a distorted geometry, with ωB97M-V with the def2-TZVPD basis set.

```
17
Properties=species:S:1:pos:R:3:nbo_charge:R:1
N -0.1442 -1.7254 -0.9217 -0.727
C -0.3070 -0.6236 0.0877 0.370
C -1.2878 0.3988 -0.2971 -0.617
C -0.7104 1.6648 -0.4160 0.473
O -1.2232 2.7703 -0.7253 -0.662
C 0.7645 1.5383 -0.0499 -0.146
N 0.9538 1.0909 1.3424 -0.564
C 1.0183 0.1211 0.2541 -0.165
H 0.3637 -1.4093 -1.7482 0.441
H -1.0542 -2.0614 -1.2436 0.435
H -2.3556 0.1841 -0.3609 0.220
H 1.5123 2.1893 -0.5056 0.217
H 1.8978 1.3094 1.6571 0.357
H 1.9623 -0.3813 0.0370 0.199
H 0.1894 -2.5734 -0.3041 0.456
O -0.6246 -1.5407 1.2526 -0.790
H -0.9550 -0.9520 1.9417 0.504
```

The value obtained for the orbital gap is 7.1071 eV. As for the lowest unoccupied orbital energy: -0.121 eV. Its total energy is -12386.694 eV. Its total charge is 0. The HOMO energy is -0.26564 hartree.



- The lowest total charge belongs to which entry?
  C15H15MnN4O7S